(1)
This record from OMol25 describes C4H8N2 in the gas phase. The level of theory is ωB97M-V/def2-TZVPD.

E_tot = -266.55376 hartree
maximum force = 5.5 eV/Å
HOMO level = -6.39 eV
HOMO-LUMO gap = 7.35 eV

Last column: natural (NBO) charge in e.
Cartesian coordinates (Å):
H1 -1.55591 -1.49277 0.68693  0.41
H2 1.75334 0.04735 0.61569  0.21
H3 -0.95598 2.13281 -0.19034  0.21
H4 0.04611 -2.52994 -0.33669  0.18
H5 0.34787 1.81270 0.75676  0.18
C1 0.33334 -1.38923 0.10697  -0.18
C2 1.44187 -0.37045 -0.35260  -0.27
N1 -0.77034 -0.93430 0.62764  -0.40
H6 -2.17428 0.69513 0.88644  0.20
H7 0.20846 0.52980 -1.68459  0.35
N2 0.59286 0.75809 -0.81093  -0.62
H8 2.19733 -0.85941 -1.18214  0.24
C3 -0.26939 1.30293 0.12391  -0.26
C4 -1.19528 0.29728 0.75295  -0.23



(2)
This record from OMol25 describes C23H33FN4O in the gas phase. The level of theory is ωB97M-V/def2-TZVPD.

E_tot = -1290.31685 hartree
maximum force = 0.9 eV/Å
HOMO level = -8.08 eV
SMILES = CC(C)=CCN1CCN(Cc2cc(F)ccc2-n2nc(C)cc2C)C[C@H]1CCO
HOMO-LUMO gap = 8.77 eV

Last column: natural (NBO) charge in e.
Cartesian coordinates (Å):
C1 -5.02060 -1.37033 0.37487  0.03
H1 2.12119 5.14712 -0.45776  0.22
H2 -0.91590 -1.82896 -2.59359  0.20
H3 4.10456 1.74536 3.26450  0.23
C2 2.37647 2.94341 1.33111  -0.35
H4 2.62714 0.81250 3.44599  0.22
C3 3.69431 -2.49747 0.00649  -0.28
C4 -6.32061 -0.63437 0.52168  -0.63
O1 -1.48015 3.44054 -1.88156  -0.72
H5 1.52339 -2.42316 1.41280  0.18
C5 -1.98278 2.21859 -1.39160  -0.06
H6 -0.26433 0.18436 1.75125  0.21
C6 -2.83708 -1.69324 -0.88302  -0.25
C7 -1.02357 1.53605 -0.41643  -0.44
H7 -2.20460 1.53185 -2.21867  0.17
H8 2.17505 3.67808 2.08412  0.22
C8 3.03540 -1.32761 0.35703  -0.01
H9 -4.38882 -0.23505 -1.25248  0.20
H10 1.75559 -0.75833 1.98231  0.21
H11 5.07384 0.87763 -1.21321  0.23
C9 -1.54148 0.15930 0.01233  -0.04
C10 4.70635 -0.07762 -0.87201  -0.18
H12 -6.44261 0.11035 -0.25985  0.21
H13 0.55971 4.34497 -0.61495  0.24
F1 5.46155 -3.59549 -1.08806  -0.32
H14 -2.94060 -2.28476 -1.80014  0.21
H15 3.31380 -3.45772 0.32004  0.23
H16 -0.14691 -0.27054 -2.25765  0.20
C11 -4.15715 -1.05153 -0.58182  -0.21
C12 1.72287 -1.38481 1.09016  -0.24
H17 -0.99539 -1.40408 1.42480  0.16
C13 -4.83021 -2.48190 1.36608  -0.65
C14 2.91242 1.68881 1.51570  0.18
C15 0.35052 -1.79606 -0.84238  -0.25
C16 -0.52985 -0.51586 0.95562  -0.23
H18 -2.48224 0.29891 0.55765  0.22
H19 -0.07724 -2.73649 -0.44322  0.16
H20 -5.28844 -2.21889 2.31754  0.21
H21 -3.77968 -2.70057 1.53690  0.21
N1 0.67123 -0.87181 0.22834  -0.44
H22 -2.92065 2.46697 -0.88884  0.17
H23 1.80134 4.10880 -1.85844  0.22
C17 1.62884 4.23587 -0.79301  -0.65
N2 2.55301 1.96044 -0.67019  -0.29
H24 -5.30974 -3.39190 1.00433  0.22
N3 -1.84709 -0.66108 -1.15050  -0.46
H25 -0.63756 3.26200 -2.31546  0.46
C18 2.16901 3.06396 -0.05484  0.16
H26 -7.15502 -1.33344 0.47437  0.21
H27 6.23270 -1.23751 -1.85107  0.23
H28 -2.53792 -2.38314 -0.07962  0.17
N4 2.98486 1.12332 0.28241  -0.21
C19 4.83953 -2.44263 -0.76590  0.40
H29 -6.36343 -0.13403 1.48920  0.21
C20 5.35102 -1.24572 -1.23102  -0.28
C21 3.43575 1.05272 2.75469  -0.66
H30 1.26759 -2.04058 -1.38273  0.21
C22 3.57056 -0.10746 -0.07001  0.20
C23 -0.64123 -1.13060 -1.79995  -0.22
H31 -0.90395 2.16054 0.47095  0.21
H32 -0.03993 1.42863 -0.87688  0.22
H33 3.98718 0.14360 2.52367  0.23



Computed energy relative to the best compared isomer or geometry (same formula, charge and spin), in the same sequence as the records: 105.6; 18.3 kcal/mol.